Below is a structure of composition C58H48BF2N3O2P2Tl, with properties calculated with ωB97M-V with the def2-TZVPD basis set.

Structure (XYZ):
```
117
Properties=species:S:1:pos:R:3:forces:R:3
Tl -0.688397 2.932888 0.151494 0.8965 -0.3899 -0.8068
N -1.396058 11.093436 -6.252701 1.0017 -1.5165 0.9316
C -0.966386 10.193597 -5.636461 -1.0923 1.0635 -0.7556
C -0.593627 9.113856 -4.758349 -1.2327 0.1019 0.0346
C 0.258212 8.061022 -5.143685 -0.7472 0.4630 2.0117
C 0.573446 7.138257 -4.157834 -0.2056 0.5483 -0.1896
C -0.024930 7.065393 -2.874173 -0.4634 0.3407 0.9268
C -0.986403 8.086926 -2.579781 -0.4110 -0.3352 1.0549
C -1.287739 9.062454 -3.486405 1.7281 -0.3214 -1.3871
C 0.096554 5.965144 -1.931284 0.0497 0.3102 0.3566
C -0.258544 6.124573 -0.544690 0.8426 1.0012 -1.7835
C 0.276330 7.302839 0.233991 -2.5712 -2.9639 1.5170
C -0.164383 7.117427 1.517381 0.8176 2.6060 -2.1459
C -1.132612 5.996198 1.537173 0.1234 -0.9559 -0.3388
N -0.963352 5.272745 0.209636 -0.0479 1.3817 1.6697
C 0.512345 4.683192 -2.453057 1.4173 -2.4233 -0.6580
C 0.695604 4.246393 -3.803427 -0.1617 -0.2724 0.7655
C 1.441486 3.039034 -3.758085 0.0009 -0.3830 0.0903
C 1.636021 2.735543 -2.415734 0.5897 -0.3893 1.1064
N 1.142049 3.714983 -1.626107 -1.4638 0.9406 0.2795
H 0.632243 7.903173 -6.136981 0.3439 0.4770 -0.2436
H 1.366333 6.504825 -4.425281 0.5816 -1.2140 0.0123
H -1.541643 8.039217 -1.588514 0.6670 0.0210 -1.5056
H -2.062380 9.763075 -3.306302 -0.4328 0.7284 0.2184
H 0.928991 7.982822 -0.205473 0.9730 1.1815 -0.3889
H 0.071260 7.839740 2.309570 -0.2761 -0.6580 -0.0365
H -2.193239 6.308224 1.642704 0.2166 0.2975 -0.1432
H 0.294541 4.693126 -4.706799 0.1936 -0.0021 0.2241
H 1.865581 2.444041 -4.560765 -0.3566 0.1791 -0.1575
H 2.137034 1.863715 -1.872825 -0.6275 1.1629 -1.2317
C -1.026445 -7.429721 2.667914 -0.0168 0.4815 1.2645
C 0.316650 -6.955673 2.007316 -0.8744 -0.7149 0.6876
C 1.259650 -8.212821 1.954168 -1.3347 0.4230 -0.3967
C -0.081866 -6.487092 0.607222 1.7682 1.3986 -0.3188
C 0.004674 -7.334612 -0.483608 -0.1901 0.7145 -2.0239
C 0.079973 -6.807781 -1.821149 -0.9978 -0.3875 1.5056
C -0.021839 -5.437221 -2.072896 -0.4524 -1.0388 1.2426
C -0.199016 -4.551885 -0.985965 0.9206 -1.4340 0.4055
P -0.079963 -2.774248 -1.197423 -0.1138 1.4931 0.5707
C -1.232350 -2.483911 -2.554532 -1.5789 -0.0289 -1.7476
C -1.101592 -1.440170 -3.518244 -0.0492 -0.5086 0.5160
C -2.066386 -1.264240 -4.530810 0.9719 0.3409 0.1572
C -3.179115 -2.054111 -4.610624 -0.1211 -0.5125 0.3097
C -3.368467 -3.034156 -3.616741 -0.7975 0.3150 -0.2158
C -2.444077 -3.281364 -2.622778 2.0617 1.2040 -0.4191
C 1.561079 -2.451377 -1.939902 0.7764 -1.3255 -0.9343
C 1.812263 -2.387584 -3.324091 1.0903 1.2449 1.2050
C 3.062601 -1.903024 -3.742692 -0.7261 -0.8012 0.7516
C 4.032466 -1.497927 -2.850563 -1.2023 0.1826 0.9685
C 3.820435 -1.649654 -1.461161 0.6977 -0.5389 -1.0516
C 2.674147 -2.319949 -1.075686 -0.6826 0.4125 0.4737
C -0.148093 -5.084208 0.326792 0.6600 -0.5264 0.0099
O 0.020381 -4.170551 1.375156 0.1527 -0.5340 -0.0226
C 0.870778 -4.531306 2.420953 0.1123 0.5442 -0.2093
C 1.594715 -3.519409 3.071393 -0.8966 0.3553 -0.5609
C 2.390422 -3.821637 4.147235 0.5412 -0.0509 -0.1865
C 2.509504 -5.122813 4.585291 -0.8208 -0.2455 0.1372
C 1.743420 -6.133952 3.965990 1.8088 0.1575 0.7555
C 1.017957 -5.831098 2.812246 -1.1379 -1.9774 -0.0413
P 1.393825 -1.878100 2.360196 -0.3669 0.1917 -1.4756
C 2.570870 -0.805215 3.171334 -0.1464 0.4579 0.5016
C 3.911637 -1.236166 3.260594 0.0367 1.9144 -0.5632
C 4.877379 -0.225963 3.560547 -1.4956 -1.2975 -0.0085
C 4.518739 1.100328 3.820596 -0.0365 -0.3087 -0.4073
C 3.209054 1.514497 3.633932 -1.0575 -2.0356 0.2217
C 2.175523 0.533910 3.393328 2.4142 1.2102 0.2418
C -0.188296 -1.380063 3.070164 0.0266 0.7628 -0.9587
C -0.267899 -1.240491 4.438561 -0.7079 -1.0171 0.4811
C -1.477114 -0.930894 5.005493 0.0407 0.4324 1.8013
C -2.554008 -0.525808 4.235948 0.9891 -0.7385 0.6090
C -2.469488 -0.661311 2.888438 -0.0368 0.7333 -1.8044
C -1.271588 -1.031179 2.251954 -0.2362 -0.5598 0.6571
H -1.614288 -8.096279 1.991045 0.6724 0.2865 0.5946
H -1.691628 -6.558233 2.915509 0.6301 -0.6603 -0.3170
H -0.770970 -7.922615 3.657911 -0.5388 0.3039 -1.1414
H 0.808279 -8.867561 1.182453 0.5925 -0.1032 0.9146
H 1.315760 -8.709212 2.939721 -0.0949 0.1714 -0.6019
H 2.243688 -7.915125 1.630918 0.4170 0.0129 -0.1326
H 0.029215 -8.428680 -0.404943 0.0710 0.6367 0.1167
H 0.067467 -7.571254 -2.587278 0.3008 0.3185 -0.3792
H -0.015518 -5.066956 -3.083313 0.0779 0.1698 -0.1750
H -0.212000 -0.794568 -3.523466 -0.5644 -0.2252 0.1452
H -1.936335 -0.509007 -5.305219 0.2622 -0.0271 0.3132
H -3.827572 -1.912338 -5.484264 -0.1131 -0.2365 0.7091
H -4.331235 -3.526688 -3.579816 0.1032 -0.4776 -0.1774
H -2.483606 -4.131343 -1.956637 -0.5995 0.0779 0.1250
H 1.072422 -2.508231 -4.080782 -0.5571 -0.3713 -0.1724
H 3.242169 -1.871245 -4.783163 0.2653 0.2759 -0.9930
H 4.848956 -0.976617 -3.262848 1.1700 0.4168 -0.1011
H 4.581555 -1.321154 -0.733638 -0.4641 -0.4126 -0.4144
H 2.594564 -2.710634 -0.062716 -0.2387 0.6220 0.0151
H 3.020240 -3.045583 4.572436 -0.3294 -0.1273 0.1883
H 3.160399 -5.223588 5.448025 -0.1776 -0.7883 -0.0648
H 1.896736 -7.158447 4.366548 -0.4634 0.7190 -0.6279
H 4.105398 -2.284108 2.926354 0.4401 1.1810 0.4973
H 5.890146 -0.519121 3.564108 1.1295 -0.1756 0.2368
H 5.253222 1.840343 4.145296 -0.0049 -0.3285 -0.3693
H 3.014295 2.562649 3.713649 -0.5178 0.3825 0.1556
H 1.149657 0.891062 3.380388 0.0922 -0.3622 -0.3113
H 0.551075 -1.527288 5.080251 0.2301 0.0122 -0.0056
H -1.575207 -0.996382 6.107429 0.0814 0.3838 -0.7096
H -3.389052 -0.105209 4.720486 -1.1424 0.1428 0.3337
H -3.331965 -0.354089 2.303917 0.2440 -0.0513 -0.1842
H -1.202395 -1.094688 1.161872 0.0263 -0.0168 0.4266
F -0.597123 3.950748 2.852045 0.4570 -1.1182 0.0594
B -0.803293 5.246662 2.836861 -0.5529 -0.7970 0.0226
F -0.808353 5.774571 4.046876 0.0267 0.7723 0.3982
C -4.573831 3.908292 0.121105 -1.7720 -0.6602 0.4229
C -4.315998 2.418821 0.492911 1.1392 -0.3243 0.5708
C -5.329302 1.378670 -0.047013 0.7841 -0.8249 1.4982
O -3.305920 2.033538 1.100870 -2.3748 1.0573 -1.0340
H -4.752949 4.532815 1.030832 0.2945 -0.6330 -0.5166
H -5.544983 3.944824 -0.474802 1.3641 0.1237 0.5590
H -3.751262 4.356181 -0.425485 0.2194 -0.0945 -0.1280
H -6.373622 1.468987 0.358648 0.9951 0.2657 -0.4747
H -4.917401 0.362398 0.273738 -0.6436 1.2986 -0.6616
H -5.308307 1.487774 -1.127951 -0.2821 -0.1835 -0.1651
```
Positions in Å, forces in eV/Å.

As for the net charge: -1. The frontier orbital gap comes out at 4.20 eV. The calculation puts the largest force on an atom at 4.207 eV Å⁻¹. The HOMO energy comes out at -0.086 hartree. The value obtained for the LUMO energy is 0.06805 hartree. As for the energy relative to the best compared isomer or geometry (same formula, charge and spin): 0.00 kJ/mol.